Entry from OMol25: C30H47BCaN9O3PS as an isolated structure in a non-equilibrium geometry (ωB97M-V with the def2-TZVPD basis set).

- Lowest unoccupied orbital energy: -0.652 eV
- Energy relative to the best compared isomer or geometry (same formula, charge and spin): 49.9 kcal per mole
- Highest occupied orbital energy: -6.89 eV
- Orbital gap: 6.24 eV
- Molar mass: 695.70 g/mol
- Energy: -3331.9694 Eh

The geometry in ORCA input format:
```
! RIJCOSX wB97M-V def2-TZVPD def2/J DEFGRID3
* xyz 0 1
Ca 1.2488 -0.7739 1.4329
N -0.0870 -5.3636 1.3605
C 0.4501 -4.1031 1.4472
S -0.6885 -2.7955 1.7708
N 1.7501 -4.0958 1.3101
N 2.3607 -2.8277 1.3654
C 3.6386 -2.9337 1.4483
C 4.6678 -1.8646 1.3960
C 5.9946 -2.3152 1.2869
C 7.0675 -1.4535 1.1490
C 6.8123 -0.0790 1.1495
C 5.5181 0.3941 1.2831
C 4.4116 -0.4673 1.3968
O 3.1827 0.0266 1.4521
H -1.0740 -5.4219 1.2157
H 0.4943 -6.0695 0.9444
H 4.0238 -3.9458 1.5107
H 6.1694 -3.3874 1.3059
H 8.0778 -1.8360 1.0522
H 7.6325 0.6254 1.0532
H 5.3177 1.4609 1.3219
N 0.9933 0.0646 -4.4739
C 2.0466 0.4932 -3.4790
C 3.4498 0.0786 -3.8738
C 4.2945 0.1696 -2.5737
N 3.8369 -0.8534 -1.6251
C 4.1829 1.6160 -2.0414
C 2.7645 2.1960 -1.8784
N 1.9809 1.5205 -0.8423
C 1.9963 1.9828 -3.1969
H 1.1374 -0.9048 -4.7342
H 0.9964 0.6351 -5.3095
H 0.0845 0.0982 -4.0117
H 1.7920 -0.0292 -2.5773
H 3.8584 0.7474 -4.6448
H 3.4805 -0.9558 -4.2410
H 5.3374 -0.0018 -2.8245
H 3.7578 -0.4822 -0.6930
H 4.4873 -1.6267 -1.5824
H 4.7176 2.2540 -2.7521
H 4.7082 1.6792 -1.0846
H 2.8569 3.2617 -1.6949
H 1.1515 2.0500 -0.5967
H 2.4976 1.3584 0.0219
H 2.4635 2.5545 -4.0096
H 0.9630 2.3325 -3.0582
C -6.0235 3.3779 4.6841
C -4.5714 3.8709 4.7622
C -4.5483 5.4016 4.6439
C -4.0125 3.4880 6.1311
C -3.7502 3.2554 3.6142
C -4.1334 3.4895 2.2908
C -3.4276 2.9666 1.2027
C -2.3188 2.1968 1.4752
O -1.4423 1.5744 0.6019
B -0.4426 0.8833 1.3873
O -0.7899 1.1627 2.7603
C -1.9338 1.9543 2.7663
C -2.6151 2.4635 3.8509
H -6.6142 3.7977 5.5088
H -6.0611 2.2859 4.7538
H -6.4986 3.6709 3.7435
H -5.1029 5.8575 5.4744
H -5.0012 5.7392 3.7065
H -3.5183 5.7722 4.6730
H -4.6285 3.9422 6.9131
H -2.9857 3.8463 6.2627
H -4.0229 2.4030 6.2826
H -5.0093 4.1009 2.0880
H -3.7462 3.1575 0.1832
H -2.2649 2.2367 4.8519
C -2.3996 -3.9042 -3.4465
N -1.8617 -3.9096 -2.0925
C -2.8973 -3.4169 -1.1653
N -3.4033 -2.0855 -1.5381
C -3.8960 -2.1266 -2.9059
N -2.9011 -2.5926 -3.8860
C -1.8032 -1.6276 -4.0058
P -0.8654 -1.3130 -2.4173
C -0.6235 -3.1198 -1.9861
C -2.3775 -1.0457 -1.3440
H -3.2309 -4.6052 -3.4832
H -1.6291 -4.2395 -4.1432
H -2.4824 -3.3684 -0.1667
H -3.7308 -4.1195 -1.1829
H -4.2373 -1.1322 -3.1967
H -4.7431 -2.8090 -2.9434
H -2.2094 -0.6780 -4.3697
H -1.1001 -1.9960 -4.7621
H -0.2621 -3.1547 -0.9665
H 0.1453 -3.5519 -2.6271
H -2.7981 -0.0613 -1.5433
H -2.0346 -1.0495 -0.3161
*
```